Formula: C7H15ClN
Source: the Open Molecules 2025 dataset
Level of theory: ωB97M-V with the def2-TZVPD basis set

```
24
Properties=species:S:1:pos:R:3:forces:R:3:lowdin_charge:R:1
C -0.470 0.620 1.415 2.45 1.10 0.31 -0.119
Cl -1.934 2.013 -1.096 -0.90 -0.26 -0.60 0.761
H 1.867 -0.617 2.164 1.19 0.41 -0.19 0.120
C 0.700 0.837 -1.382 3.41 -1.05 -0.24 -0.108
H -0.609 -1.811 -2.075 -0.11 -0.12 0.70 0.115
C 0.255 -1.768 -1.393 -2.11 0.74 0.99 -0.011
H 0.081 1.529 1.072 -1.54 0.00 0.33 0.122
H -0.214 0.566 2.553 -0.99 -0.13 -1.92 0.176
H 2.044 0.929 1.285 0.05 2.60 0.34 0.067
H -2.652 -0.273 -0.942 -2.07 -1.86 -2.00 0.043
H 0.239 -2.475 -0.598 -0.35 -1.26 0.13 0.089
H 1.009 -1.969 -2.040 2.92 -0.62 -1.68 0.059
H 0.590 0.798 -2.446 -0.89 -0.25 -0.64 0.094
H -2.428 1.301 1.384 0.29 -2.52 -0.51 0.172
C -2.002 0.387 -0.549 3.52 1.95 2.30 -0.481
C -1.888 0.341 0.928 1.06 4.67 0.65 -0.242
H 2.583 -0.478 0.372 -1.07 0.41 2.08 0.157
N 0.473 -0.409 0.752 0.65 3.31 -1.53 -0.122
H 0.263 1.735 -1.008 -0.31 0.27 0.34 -0.004
H 0.116 -1.158 1.226 -0.34 -3.53 0.74 0.124
H -2.077 -0.594 1.303 -1.56 -2.16 1.16 0.090
C 1.871 -0.076 1.209 0.41 -4.57 -1.54 0.041
C 0.371 -0.470 -0.726 -3.05 3.15 0.19 -0.257
H 1.814 1.043 -1.406 -0.64 -0.29 0.58 0.116
```
Forces are in eV/Å.

- total charge = +1
- HOMO (alpha / beta) (eV) = -12.193 / -12.156
- E_LUMO (alpha / beta) (eV) = -3.83 / -3.96
- HOMO-LUMO gap (alpha / beta) (eV) = 8.36 / 8.19

***

Formula: C11H25ErN7O5S
Source: the Open Molecules 2025 dataset
Level of theory: ωB97M-V with the def2-TZVPD basis set

```
50
Properties=species:S:1:pos:R:3:forces:R:3:lowdin_spin:R:1
C -2.127 -0.063 2.329 0.00 -0.18 0.19 0.000
C 0.789 1.980 -4.837 -0.04 0.02 -0.01 0.000
C -2.805 0.771 1.261 -0.04 0.13 -0.17 0.000
O 1.513 -1.180 -0.310 0.99 -0.20 -0.26 -0.001
H -1.301 -2.664 -0.996 0.06 -0.04 -0.01 0.000
H -1.706 0.620 3.065 0.02 0.03 -0.03 0.000
H -2.625 -1.882 -1.410 -0.14 0.06 0.04 0.000
H -3.374 0.160 0.562 0.02 -0.04 -0.01 0.000
H -2.290 2.191 -0.136 -0.05 0.01 -0.01 0.000
H 1.230 -2.142 -4.634 0.02 0.02 0.07 0.000
N -1.059 -0.966 1.850 0.00 0.01 -0.10 -0.002
C 0.223 2.146 -3.544 0.02 0.16 0.10 0.000
H 0.115 3.377 -1.945 -0.04 -0.07 0.09 0.000
H -3.473 -1.895 0.801 0.00 0.01 0.02 0.000
H -0.296 -1.457 3.774 -0.01 0.05 0.04 0.000
H -1.215 2.076 1.087 0.02 0.03 0.11 0.000
C -2.576 -2.475 0.590 -0.17 -0.03 -0.21 0.000
H -0.709 -2.989 1.495 -0.01 0.03 -0.08 0.000
N 0.995 0.944 1.791 0.12 -0.10 -0.23 0.000
H 0.108 0.952 3.685 -0.03 0.02 0.01 0.000
H -2.896 -3.515 0.510 0.02 -0.05 0.02 0.000
O 1.563 1.105 -0.916 0.74 0.47 -0.32 -0.004
H 1.770 0.454 1.356 0.09 -0.02 -0.08 0.000
H 1.254 2.793 -5.373 -0.02 0.03 0.05 0.000
H 0.783 -1.741 2.420 0.05 0.07 -0.07 0.000
C 0.058 -1.034 2.825 -0.18 -0.19 -0.02 0.000
H 1.194 0.507 -6.320 0.01 -0.01 0.02 0.000
N -1.813 1.534 0.472 0.04 -0.10 -0.23 -0.003
C 0.763 0.740 -5.356 -0.04 -0.25 -0.11 0.000
C 0.729 0.297 3.074 0.04 0.19 0.08 0.000
O -0.736 -1.047 -2.748 0.19 0.06 -0.15 -0.002
C -0.320 -0.098 -3.457 -0.26 0.03 0.47 0.000
H 1.348 1.888 1.898 -0.07 0.06 0.14 0.000
H 0.857 4.060 -3.318 0.00 -0.01 -0.04 0.000
N -0.386 1.142 -2.918 0.17 0.08 -0.14 -0.001
N 0.274 3.336 -2.935 0.06 0.07 -0.04 0.000
O 3.684 -0.048 -0.543 0.03 -0.01 0.04 0.000
S 2.391 -0.167 -1.128 1.04 -0.31 0.33 0.000
H 0.582 -1.654 -6.226 0.03 -0.05 0.01 0.000
H -0.514 -2.259 -4.972 -0.02 -0.01 0.04 0.000
N 0.202 -0.306 -4.692 0.19 -0.18 -0.18 0.000
H -3.519 1.435 1.751 -0.02 0.02 0.05 0.000
C -1.568 -2.344 1.700 0.16 0.03 0.19 0.000
H -2.896 -0.634 2.863 0.00 0.00 0.01 0.000
C 0.390 -1.691 -5.157 -0.08 0.26 -0.07 0.000
O 2.287 -0.535 -2.519 0.05 -0.07 -0.40 0.000
N -1.965 -1.976 -0.647 0.21 0.00 -0.01 -0.001
H 1.634 0.112 3.658 0.03 0.00 0.01 0.000
H -2.002 -2.696 2.645 -0.03 0.01 0.01 0.000
Er -0.197 -0.055 -0.630 -3.15 -0.04 0.86 3.013
```
Forces are in eV/Å.

- total charge = +1
- HOMO (alpha / beta) (eV) = -12.177 / -12.175
- expectation value of S² = 3.753
- multiplicity = 4
- E_LUMO (alpha / beta) (eV) = -2.54 / -2.54
- HOMO-LUMO gap (alpha / beta) (eV) = 9.63 / 9.63

***

Formula: C3H4NS
Source: the Open Molecules 2025 dataset
Level of theory: ωB97M-V with the def2-TZVPD basis set

```
9
Properties=species:S:1:pos:R:3:forces:R:3:lowdin_charge:R:1
S -1.584 0.385 0.064 0.62 -0.06 -0.45 1.137
H 0.156 1.942 0.769 0.04 -0.28 1.58 0.072
C 0.032 1.139 0.070 2.17 -2.86 -1.05 -0.314
H -1.597 -2.100 -0.012 0.11 1.42 0.09 0.136
N 0.349 -1.432 0.036 0.59 -0.33 -0.60 0.038
C -0.971 -1.165 0.016 -1.52 -1.47 0.32 -0.362
H 0.451 1.728 -0.767 -0.98 -0.81 -0.81 0.102
C 1.033 -0.386 -0.003 0.52 5.71 0.55 0.027
H 2.131 -0.111 -0.174 -1.55 -1.31 0.37 0.163
```
Forces are in eV/Å.

- total charge = +1
- HOMO (eV) = -16.155
- E_LUMO (eV) = -6.88
- HOMO-LUMO gap (eV) = 9.27

***

Here are the calculated molecular weight numbers, same order: 148.66; 534.69; 86.14 (g/mol).
Here are the calculated relative energy (zero: lowest compared OMol25 entry of this formula, charge and spin) numbers, same order: 118.04; 0.00; 36.64 (kcal/mol).